Record 1
Entry from the Open Molecules 2025 dataset: a molecular structure, C13H21AuN2O8P2S (ωB97M-V/def2-TZVPD).

**Max |F|**: 0.61 eV Å⁻¹
**Highest occupied orbital energy**: -9.353 eV
**2S+1**: 1
**Gap between HOMO and LUMO**: 8.85 eV

Cartesian coordinates (Å):
1 Au 0.870 1.715 0.715
2 C -1.333 2.061 -3.405
3 C -0.331 2.853 -2.566
4 O 0.156 4.014 -3.267
5 P -1.166 3.560 -1.109
6 O -0.117 4.587 -0.514
7 O -2.299 4.507 -1.737
8 O -1.712 2.601 -0.135
9 P 1.191 1.835 -2.257
10 O 0.640 0.361 -1.879
11 O 1.870 1.800 -3.574
12 O 1.910 2.356 -1.007
13 H -2.081 2.739 -3.816
14 H -1.828 1.302 -2.799
15 H -0.817 1.573 -4.234
16 H 0.865 3.692 -3.847
17 H 0.391 5.022 -1.212
18 H -3.172 4.127 -1.607
19 H 0.579 -0.168 -2.680
20 C 5.174 -0.415 5.073
21 C 4.074 0.151 4.182
22 C 3.495 -0.932 3.281
23 N 2.264 -0.506 2.602
24 C 1.096 -0.283 3.173
25 S -0.076 0.790 2.584
26 N 0.800 -0.937 4.352
27 C 0.951 -2.288 4.728
28 O 0.758 -2.578 5.881
29 C 1.257 -3.301 3.678
30 C 2.027 -4.397 4.050
31 C 2.317 -5.381 3.119
32 C 1.814 -5.282 1.827
33 C 1.012 -4.207 1.468
34 C 0.734 -3.211 2.393
35 H 5.621 0.365 5.688
36 H 5.973 -0.870 4.482
37 H 4.777 -1.182 5.742
38 H 4.463 0.968 3.569
39 H 3.271 0.567 4.795
40 H 3.309 -1.841 3.849
41 H 4.197 -1.194 2.490
42 H 2.376 0.015 1.736
43 H 0.176 -0.440 4.975
44 H 2.390 -4.463 5.068
45 H 2.929 -6.228 3.402
46 H 2.040 -6.051 1.099
47 H 0.600 -4.141 0.470
48 H 0.089 -2.386 2.114

---

Record 2
Entry from the Open Molecules 2025 dataset: a molecular structure, C30H45AsBCsF6N7O2S3 (ωB97M-V/def2-TZVPD).

**Max |F|**: 2.46 eV Å⁻¹
**Highest occupied orbital energy (alpha / beta)**: -8.162 / -8.153 eV
**2S+1**: 2
**Gap between HOMO and LUMO (alpha / beta)**: 7.37 / 5.90 eV

Cartesian coordinates (Å):
1 Cs 3.944 -0.931 -1.296
2 C 3.317 -0.580 3.153
3 C 2.012 -0.805 2.471
4 C 1.201 -1.829 2.800
5 C -0.002 -2.021 2.065
6 N -0.340 -1.248 1.096
7 N 0.494 -0.245 0.713
8 B 0.035 0.429 -0.560
9 N -0.010 1.970 -0.480
10 N -0.369 2.825 0.459
11 C -0.028 4.070 0.255
12 C 0.648 4.494 -0.926
13 C 1.013 3.603 -1.896
14 C 1.773 3.897 -3.135
15 C 0.658 2.272 -1.577
16 S 1.053 0.768 -2.287
17 C -0.328 5.077 1.345
18 C -0.956 4.388 2.552
19 C 0.987 5.740 1.772
20 C -1.293 6.136 0.799
21 N -1.310 -0.201 -0.983
22 N -2.335 0.528 -0.557
23 C -3.552 0.066 -0.690
24 C -3.778 -1.181 -1.308
25 C -2.724 -1.939 -1.747
26 C -2.916 -3.270 -2.382
27 C -1.420 -1.411 -1.518
28 S -0.023 -2.390 -1.907
29 C -4.666 0.917 -0.121
30 C -5.669 1.257 -1.223
31 C -5.361 0.112 0.984
32 C -4.105 2.207 0.478
33 C 1.652 0.045 1.349
34 S 2.675 1.248 0.848
35 C -0.894 -3.194 2.397
36 C -0.084 -4.481 2.156
37 C -1.328 -3.113 3.864
38 C -2.119 -3.220 1.491
39 H 3.330 -1.079 4.120
40 H 3.532 0.478 3.269
41 H 4.107 -1.010 2.530
42 H 1.461 -2.500 3.603
43 H 0.904 5.537 -1.028
44 H 1.971 4.962 -3.235
45 H 1.217 3.561 -4.010
46 H 2.721 3.357 -3.128
47 H -0.293 3.630 2.964
48 H -1.894 3.903 2.291
49 H -1.156 5.130 3.327
50 H 1.716 4.995 2.088
51 H 0.802 6.413 2.608
52 H 1.432 6.331 0.974
53 H -2.243 5.687 0.511
54 H -0.886 6.652 -0.070
55 H -1.490 6.888 1.562
56 H -4.788 -1.549 -1.425
57 H -3.977 -3.500 -2.467
58 H -2.431 -4.042 -1.786
59 H -2.467 -3.304 -3.373
60 H -6.127 0.367 -1.652
61 H -5.194 1.818 -2.028
62 H -6.469 1.871 -0.811
63 H -5.807 -0.808 0.608
64 H -6.158 0.710 1.425
65 H -4.658 -0.148 1.774
66 H -3.613 2.817 -0.277
67 H -3.374 2.002 1.255
68 H -4.923 2.785 0.909
69 H 0.793 -4.544 2.796
70 H 0.253 -4.530 1.121
71 H -0.707 -5.353 2.356
72 H -0.478 -3.139 4.545
73 H -1.967 -3.960 4.107
74 H -1.887 -2.197 4.059
75 H -1.823 -3.309 0.448
76 H -2.723 -2.320 1.601
77 H -2.738 -4.081 1.746
78 N 3.281 -3.397 -2.976
79 C 3.505 -4.573 -2.140
80 C 2.554 -4.584 -0.917
81 C 2.694 -3.342 -0.086
82 O 3.488 -3.201 0.826
83 O 2.006 -2.277 -0.459
84 H 2.324 -3.382 -3.313
85 H 3.902 -3.367 -3.780
86 H 4.539 -4.539 -1.789
87 H 3.366 -5.524 -2.672
88 H 2.798 -5.448 -0.296
89 H 1.526 -4.701 -1.255
90 F 4.609 -0.030 -3.649
91 As 6.336 -0.021 -3.280
92 F 5.952 0.668 -1.702
93 F 6.177 -1.612 -2.584
94 F 8.031 -0.017 -2.895
95 F 6.648 -0.747 -4.844
96 F 6.453 1.589 -3.948